No. 1
Entry from the Open Molecules 2025 dataset: a structure of composition C41H60ClCoN5O4 (ωB97M-V/def2-TZVPD).

Geometry (Å):
1 Co 1.115 -0.396 0.183
2 C -0.582 -2.497 -0.185
3 C -1.781 -1.885 0.172
4 C -1.564 -1.292 1.480
5 C -0.215 -1.515 1.814
6 C 0.430 -2.323 0.803
7 C 1.406 -3.455 1.137
8 C 1.710 -4.280 -0.116
9 C 0.741 -4.369 2.177
10 C 2.725 -2.938 1.700
11 C -2.545 -0.725 2.516
12 C -3.258 0.542 2.026
13 C -3.566 -1.802 2.940
14 C -1.829 -0.372 3.828
15 C -2.945 -1.885 -0.844
16 C -2.960 -0.576 -1.648
17 C -4.354 -2.095 -0.285
18 C -2.724 -3.029 -1.850
19 H -0.411 -3.019 -1.111
20 H 0.206 -1.336 2.793
21 H 0.818 -4.795 -0.476
22 H 2.468 -5.033 0.111
23 H 2.088 -3.644 -0.921
24 H -0.262 -4.648 1.847
25 H 0.652 -3.864 3.141
26 H 1.324 -5.283 2.322
27 H 3.210 -2.285 0.974
28 H 3.402 -3.767 1.923
29 H 2.555 -2.377 2.623
30 H -3.721 0.404 1.052
31 H -2.547 1.370 1.943
32 H -4.036 0.843 2.733
33 H -4.348 -1.970 2.214
34 H -4.045 -1.498 3.875
35 H -3.053 -2.749 3.115
36 H -1.017 0.337 3.699
37 H -1.424 -1.268 4.302
38 H -2.558 0.064 4.517
39 H -3.272 0.269 -1.028
40 H -3.670 -0.644 -2.477
41 H -1.969 -0.371 -2.051
42 H -4.690 -1.272 0.339
43 H -4.426 -3.027 0.279
44 H -5.051 -2.159 -1.125
45 H -1.891 -2.818 -2.523
46 H -3.620 -3.154 -2.460
47 H -2.526 -3.971 -1.336
48 C 4.526 -0.089 -2.497
49 C 3.721 0.461 -1.353
50 O 3.136 -0.287 -0.567
51 N 3.783 1.802 -1.187
52 C 2.985 2.491 -0.185
53 C 1.528 2.703 -0.528
54 C 1.102 3.881 -1.123
55 C -0.240 4.056 -1.412
56 C -1.129 3.045 -1.089
57 C -0.630 1.903 -0.491
58 N 0.663 1.733 -0.205
59 H 4.311 -1.148 -2.604
60 H 5.590 0.047 -2.298
61 H 4.263 0.432 -3.416
62 H 3.997 2.316 -2.028
63 H 3.457 3.456 0.004
64 H 3.021 1.897 0.719
65 H 1.826 4.650 -1.363
66 H -0.587 4.968 -1.882
67 H -2.186 3.123 -1.304
68 H -1.280 1.077 -0.237
69 C -3.143 -1.496 -5.652
70 C -2.834 -0.064 -5.324
71 C -3.758 0.943 -5.541
72 C -3.444 2.264 -5.253
73 Cl -4.631 3.510 -5.535
74 C -2.203 2.599 -4.756
75 C -1.264 1.599 -4.524
76 C -1.582 0.274 -4.792
77 O -0.738 -0.774 -4.569
78 C 0.625 -0.460 -4.332
79 C 0.989 0.107 -2.946
80 O 1.736 1.101 -2.961
81 O 0.556 -0.506 -1.932
82 H -4.179 -1.604 -5.970
83 H -2.969 -2.135 -4.788
84 H -2.493 -1.860 -6.449
85 H -4.732 0.701 -5.945
86 H -1.963 3.633 -4.550
87 H -0.297 1.872 -4.127
88 H 0.979 0.244 -5.087
89 H 1.165 -1.402 -4.440
90 C 0.660 3.508 4.384
91 C 0.085 3.059 3.057
92 N 0.602 1.736 2.768
93 C 1.925 1.410 2.910
94 N 2.400 0.458 2.171
95 C 3.817 0.137 2.338
96 C 4.296 0.374 3.758
97 C 4.019 1.820 4.105
98 N 2.613 2.108 3.879
99 C 2.172 3.428 4.307
100 H 0.299 2.844 5.172
101 H 0.350 4.526 4.620
102 H 0.341 3.777 2.265
103 H -1.003 2.995 3.104
104 H 0.182 1.244 1.992
105 H 4.425 0.747 1.655
106 H 3.979 -0.892 2.042
107 H 5.361 0.160 3.854
108 H 3.752 -0.280 4.444
109 H 4.654 2.480 3.497
110 H 4.238 2.033 5.154
111 H 2.552 4.199 3.620
112 H 2.618 3.622 5.284

- ⟨S²⟩: 3.767
- F_max: 0.551 eV/Å
- Energy above the lowest of the compared OMol25 structures with the same formula, charge and spin: 18.2 kcal per mole
- Total charge: 0
- Calculated total energy: -4016.084728 Ha
- Spin multiplicity: 4

***

No. 2
Entry from the Open Molecules 2025 dataset: a cluster of 10 separate species, C41H60F6N9P in total in a non-equilibrium geometry (ωB97M-V/def2-TZVPD).

Geometry (Å):
1 C 3.170 -2.162 -1.330
2 C 3.067 -0.675 -1.436
3 C 2.310 -0.301 -2.716
4 N 2.352 1.198 -3.095
5 C 1.820 1.224 -4.561
6 C 1.548 2.679 -5.040
7 C 0.582 3.486 -4.116
8 C 1.121 3.312 -2.669
9 C 1.425 1.932 -2.132
10 C 3.793 1.741 -3.058
11 H 3.845 -2.691 -2.002
12 H 2.158 -2.547 -1.209
13 H 3.538 -2.369 -0.325
14 H 4.122 -0.407 -1.500
15 H 2.701 -0.303 -0.479
16 H 1.283 -0.665 -2.743
17 H 2.897 -0.786 -3.496
18 H 0.852 0.725 -4.597
19 H 2.533 0.704 -5.201
20 H 1.103 2.532 -6.025
21 H 2.525 3.138 -5.189
22 H -0.437 3.108 -4.201
23 H 0.422 4.529 -4.388
24 H 0.413 3.782 -1.986
25 H 2.110 3.769 -2.664
26 H 0.535 1.312 -2.024
27 H 1.877 2.013 -1.143
28 H 3.700 2.641 -3.666
29 H 4.452 0.994 -3.500
30 H 4.088 1.978 -2.036
31 P -0.876 0.057 1.179
32 F -1.894 -1.230 0.785
33 F 0.330 -0.769 0.497
34 F -1.075 0.894 -0.165
35 F 0.068 1.244 1.695
36 F -2.096 0.746 1.956
37 F -0.381 -0.835 2.530
38 N -1.272 -3.911 1.208
39 C -0.511 -4.060 0.100
40 C 0.380 -5.096 0.245
41 C 0.071 -5.689 1.503
42 C -1.005 -4.961 2.057
43 H -1.963 -3.195 1.381
44 H -0.602 -3.406 -0.755
45 H 1.122 -5.221 -0.529
46 H 0.570 -6.543 1.936
47 H -1.514 -4.981 3.009
48 N -4.771 -1.362 1.222
49 C -5.770 -1.630 2.164
50 C -6.771 -2.352 1.534
51 C -6.425 -2.466 0.258
52 C -5.262 -1.811 0.005
53 H -3.917 -0.836 1.342
54 H -5.616 -1.223 3.153
55 H -7.631 -2.870 1.934
56 H -6.988 -2.876 -0.567
57 H -4.691 -1.660 -0.899
58 N -3.072 2.914 -0.955
59 C -3.426 3.758 -2.019
60 C -4.288 3.066 -2.851
61 C -4.584 1.911 -2.265
62 C -3.794 1.739 -1.191
63 H -2.468 3.197 -0.196
64 H -3.075 4.779 -2.001
65 H -4.838 3.483 -3.682
66 H -5.327 1.218 -2.632
67 H -3.693 0.947 -0.465
68 N 0.848 -2.548 5.052
69 C 0.802 -3.917 5.211
70 C 0.385 -4.119 6.531
71 C 0.035 -2.863 7.140
72 C 0.383 -1.916 6.165
73 H 1.157 -2.006 4.259
74 H 1.155 -4.638 4.488
75 H 0.248 -5.112 6.933
76 H -0.353 -2.703 8.135
77 H 0.355 -0.838 6.228
78 N -2.004 -0.214 -2.907
79 C -1.144 -1.284 -2.674
80 C -0.861 -1.962 -3.904
81 C -1.612 -1.236 -4.814
82 C -2.290 -0.172 -4.258
83 H -2.297 0.488 -2.242
84 H -0.798 -1.401 -1.658
85 H -0.248 -2.838 -4.049
86 H -1.645 -1.502 -5.861
87 H -2.964 0.591 -4.618
88 N 1.986 -2.879 1.775
89 C 2.899 -3.894 1.877
90 C 4.067 -3.337 2.483
91 C 3.858 -2.030 2.685
92 C 2.542 -1.739 2.283
93 H 1.107 -2.995 1.292
94 H 2.703 -4.886 1.499
95 H 4.937 -3.930 2.722
96 H 4.617 -1.393 3.115
97 H 1.952 -0.835 2.330
98 N -1.525 3.673 2.946
99 C -2.558 4.434 3.465
100 C -2.881 5.356 2.494
101 C -1.970 5.243 1.420
102 C -1.137 4.206 1.710
103 H -1.140 2.882 3.441
104 H -2.988 4.195 4.426
105 H -3.522 6.214 2.635
106 H -1.933 5.859 0.533
107 H -0.408 3.809 1.019
108 N 5.185 2.252 0.762
109 C 3.995 1.593 1.039
110 C 2.976 2.554 1.041
111 C 3.535 3.732 0.758
112 C 4.910 3.593 0.665
113 H 6.103 1.839 0.685
114 H 3.925 0.531 1.223
115 H 1.966 2.346 1.362
116 H 3.047 4.693 0.695
117 H 5.752 4.241 0.473

- ⟨S²⟩: 0.762
- F_max: 5.107 eV/Å
- Total charge: +1
- Calculated total energy: -3031.476173 Ha
- Spin multiplicity: 2

***

No. 3
Entry from the Open Molecules 2025 dataset: a structure of composition C41H61Cl3N3OP2PtSi (ωB97M-V/def2-TZVPD).

Geometry (Å):
1 Pt 0.151 0.055 0.942
2 C -0.259 3.053 2.763
3 Si 0.225 2.378 1.089
4 C 1.971 2.957 0.742
5 C 2.425 4.249 1.011
6 C 3.746 4.598 0.783
7 C 4.640 3.655 0.291
8 C 4.210 2.367 0.018
9 C 2.879 2.019 0.240
10 P 2.219 0.374 -0.161
11 C 3.489 -0.838 0.462
12 C 2.903 -2.161 0.959
13 C 2.540 -3.117 -0.167
14 C 3.769 -3.448 -1.001
15 C 4.395 -2.173 -1.552
16 C 4.695 -1.161 -0.446
17 C 2.012 0.383 -1.983
18 C 0.914 1.380 -2.380
19 C 0.896 1.643 -3.898
20 C 1.533 0.488 -4.660
21 C 3.013 0.366 -4.273
22 C 3.255 0.760 -2.804
23 C -0.976 3.046 -0.204
24 C -0.957 4.360 -0.662
25 C -1.879 4.800 -1.602
26 C -2.850 3.933 -2.081
27 C -2.898 2.621 -1.630
28 C -1.951 2.176 -0.712
29 P -1.952 0.530 0.052
30 C -2.482 -0.826 -1.072
31 C -3.796 -0.635 -1.849
32 C -4.201 -1.963 -2.491
33 C -3.131 -2.431 -3.469
34 C -1.771 -2.526 -2.787
35 C -1.389 -1.227 -2.078
36 C -3.045 0.805 1.534
37 C -4.562 0.736 1.288
38 C -5.134 -0.679 1.350
39 C -4.747 -1.380 2.648
40 C -3.231 -1.404 2.793
41 C -2.660 0.007 2.786
42 H -0.476 4.119 2.647
43 H 0.567 2.956 3.466
44 H -1.143 2.582 3.192
45 H 1.748 4.990 1.421
46 H 4.086 5.602 0.998
47 H 5.674 3.923 0.124
48 H 4.920 1.645 -0.361
49 H 3.853 -0.282 1.335
50 H 2.053 -1.958 1.600
51 H 3.673 -2.624 1.587
52 H 1.763 -2.673 -0.804
53 H 2.086 -4.025 0.232
54 H 3.506 -4.126 -1.813
55 H 4.498 -3.974 -0.375
56 H 3.716 -1.744 -2.292
57 H 5.323 -2.396 -2.083
58 H 5.162 -0.266 -0.853
59 H 5.443 -1.601 0.222
60 H 1.703 -0.639 -2.230
61 H 1.080 2.324 -1.854
62 H -0.050 1.008 -2.051
63 H 1.443 2.562 -4.123
64 H -0.133 1.814 -4.222
65 H 1.434 0.628 -5.736
66 H 1.001 -0.440 -4.425
67 H 3.619 1.010 -4.913
68 H 3.360 -0.655 -4.440
69 H 3.393 1.842 -2.716
70 H 4.173 0.302 -2.450
71 H -0.205 5.051 -0.300
72 H -1.841 5.820 -1.960
73 H -3.576 4.279 -2.805
74 H -3.674 1.966 -1.995
75 H -2.609 -1.663 -0.373
76 H -3.627 0.088 -2.651
77 H -4.602 -0.251 -1.227
78 H -5.162 -1.845 -2.995
79 H -4.344 -2.715 -1.707
80 H -3.080 -1.723 -4.304
81 H -3.402 -3.398 -3.895
82 H -0.996 -2.776 -3.514
83 H -1.770 -3.337 -2.056
84 H -1.279 -0.422 -2.813
85 H -0.430 -1.361 -1.575
86 H -2.794 1.856 1.717
87 H -4.832 1.243 0.360
88 H -5.024 1.325 2.089
89 H -4.771 -1.282 0.513
90 H -6.219 -0.630 1.243
91 H -5.144 -2.396 2.658
92 H -5.192 -0.856 3.500
93 H -2.811 -1.976 1.962
94 H -2.932 -1.923 3.706
95 H -1.572 -0.007 2.927
96 H -3.066 0.557 3.643
97 C 0.480 0.866 5.760
98 N 0.855 -0.507 5.496
99 C 1.064 -0.994 4.253
100 N 1.396 -2.310 4.185
101 O 0.986 -0.277 3.242
102 H 1.144 1.306 6.503
103 H -0.549 0.937 6.115
104 H 0.571 1.421 4.833
105 H 0.949 -1.136 6.275
106 H 1.242 -2.918 4.971
107 H 1.385 -2.749 3.281
108 Cl 0.465 -5.276 2.557
109 C -0.790 -4.433 1.737
110 Cl -0.539 -5.181 -0.631
111 Cl -2.411 -4.839 2.110
112 C -0.513 -3.133 1.350
113 N -0.267 -2.073 0.945

- ⟨S²⟩: 2.009
- F_max: 0.303 eV/Å
- Energy above the lowest of the compared OMol25 structures with the same formula, charge and spin: 9.2 kcal per mole
- Total charge: +1
- Calculated total energy: -4310.419291 Ha
- Spin multiplicity: 3

***

Q: Which formula does entry 3 have?
A: C41H61Cl3N3OP2PtSi